Molecular formula: C17H36ClF6LiNNaO9P
Method: DFT, wB97M-V/def2-TZVPD

Output
Net charge: -1
E_HOMO: -4.59 eV
Kohn-Sham gap: 0.2133 Eh
Electronic energy: -80867.0395 eV

Last column: Löwdin charge in e.
Geometry (Å):
C 3.08 -3.05 -0.37  0.0278
C 2.06 -3.32 0.20  -0.2647
O 0.87 -3.32 0.82  -0.0739
P -0.26 -2.43 -0.07  0.4225
O -1.63 -2.63 0.42  -0.2902
O 0.07 -0.89 -0.13  -0.1522
O -0.20 -3.11 -1.57  -0.1413
H 3.92 -2.64 -0.89  0.0417
H 0.59 -0.73 -0.94  0.0674
H -0.32 -4.07 -1.48  0.0638
O 3.76 -5.74 0.08  -0.1196
H 2.94 -5.70 0.59  0.0548
H 4.37 -6.24 0.60  -0.0435
F -1.06 -1.08 2.26  -0.6483
C -2.03 -3.49 -4.55  -0.0254
C -2.29 -4.84 -3.91  -0.4993
O -1.39 -5.48 -3.41  0.0653
C -3.71 -5.34 -3.93  -0.0254
H -0.97 -3.25 -4.47  0.0807
H -2.31 -3.52 -5.61  0.0836
H -2.61 -2.72 -4.04  0.0827
H -4.06 -5.45 -4.95  0.0796
H -4.36 -4.65 -3.39  0.0858
H -3.75 -6.31 -3.44  0.0795
Li 5.98 -7.08 1.49  0.6697
C -0.20 4.92 1.54  -0.0598
C -0.52 4.12 2.79  -0.1730
N -0.23 2.65 2.70  -0.2578
C -1.06 2.06 1.60  -0.0168
C -0.72 1.94 3.95  -0.1506
C -0.02 2.29 5.25  -0.0578
C 1.21 2.30 2.32  -0.0451
C 2.33 2.89 3.16  -0.1804
O 2.32 4.31 3.13  -0.2117
C 2.88 4.92 4.28  -0.0903
H -0.84 4.63 0.70  0.0743
H -0.39 5.97 1.74  0.0868
H 0.84 4.82 1.24  0.0750
H -1.59 4.20 3.01  0.1305
H 0.01 4.52 3.65  0.1000
H -2.11 2.29 1.77  0.1135
H -0.89 0.97 1.64  0.0793
H -0.73 2.46 0.65  0.0904
H -0.63 0.86 3.75  0.1151
H -1.78 2.18 4.03  0.1283
H 0.90 1.71 5.38  0.0742
H -0.67 2.00 6.08  0.0861
H 0.20 3.35 5.37  0.0660
H 1.33 2.63 1.29  0.1345
H 1.27 1.21 2.34  0.1576
H 3.27 2.55 2.72  0.1442
H 2.31 2.52 4.18  0.0967
H 3.45 4.22 4.89  0.0900
H 2.08 5.35 4.88  0.0817
H 3.54 5.73 3.96  0.0870
F 4.72 -7.63 -0.89  -0.7214
C -2.92 1.03 -1.81  -0.0457
C -3.54 1.53 -3.10  -0.1953
O -2.55 2.13 -3.96  0.0323
C -1.81 1.29 -4.67  -0.3977
O -1.86 0.10 -4.61  0.1728
C -0.87 2.07 -5.60  -0.5420
F -0.29 3.10 -4.97  0.1629
F -1.55 2.58 -6.64  0.1570
F 0.09 1.30 -6.08  0.1734
H -2.36 1.82 -1.31  0.0714
H -3.69 0.64 -1.14  0.0947
H -2.21 0.22 -2.01  0.0778
H -4.27 2.31 -2.89  0.1212
H -4.06 0.73 -3.62  0.1244
Na 4.40 -4.48 -1.88  0.7116
F 2.45 -0.69 -0.04  -0.6449
Cl 8.48 -7.97 1.95  -0.7420


Molecular formula: C17H36ClN6O3
Method: DFT, wB97M-V/def2-TZVPD

Output
Net charge: +1
E_HOMO: -10.81 eV
Kohn-Sham gap: 0.2630 Eh
Electronic energy: -45807.5663 eV

Last column: Löwdin charge in e.
Geometry (Å):
C 4.47 -0.29 0.84  -0.1518
C 4.53 -1.78 0.16  -0.2502
C 3.19 -2.10 -0.77  -0.5441
Cl 3.26 -0.85 -2.19  0.5670
N 1.88 -1.96 -0.04  -0.1080
C 1.51 -2.04 1.43  0.0792
N 0.01 -1.79 1.55  0.0919
C -0.58 -1.55 0.18  -0.0597
C -2.13 -1.20 -0.28  -0.1323
C -2.26 0.15 -1.20  -0.2600
N -1.53 0.10 -2.52  -0.0421
C 0.66 -1.67 -0.89  0.0244
H 5.23 -0.27 1.75  0.1000
H 3.42 0.01 1.29  0.0700
H 4.74 0.58 0.06  0.0888
H 4.73 -2.65 0.93  0.1228
H 5.45 -1.77 -0.60  0.1264
H 3.24 -3.19 -1.22  0.1498
H 2.25 -2.24 2.32  0.1705
H -0.50 -1.77 2.47  0.1522
H -2.71 -0.97 0.74  0.1308
H -2.65 -2.15 -0.75  0.1310
H -1.77 1.04 -0.58  0.1349
H -3.42 0.38 -1.37  0.1329
H -0.53 0.43 -2.40  0.0672
H -1.47 -0.87 -2.91  0.0677
H 0.51 -1.54 -2.04  0.1078
C -3.84 3.28 -0.23  -0.0183
C -3.38 3.62 1.16  -0.5497
O -3.66 2.91 2.13  0.0054
N -2.63 4.74 1.33  0.0027
C -2.21 5.69 0.32  -0.0803
H -4.42 2.36 -0.21  0.0745
H -4.47 4.08 -0.62  0.0937
H -2.97 3.13 -0.88  0.0593
H -2.36 4.91 2.29  0.1417
H -1.12 5.72 0.33  0.0798
H -2.60 6.67 0.59  0.0843
H -2.56 5.42 -0.67  0.0640
C 1.30 3.96 -2.49  -0.0101
C -0.04 4.09 -3.16  -0.5407
O -1.07 4.32 -2.54  0.0117
N -0.09 3.93 -4.52  0.0055
C 1.00 3.65 -5.42  -0.0781
H 1.18 4.11 -1.41  0.0823
H 1.71 2.96 -2.66  0.0759
H 1.98 4.73 -2.87  0.0909
H -1.02 4.03 -4.90  0.1461
H 1.06 4.47 -6.15  0.0876
H 0.79 2.72 -5.94  0.0839
H 1.96 3.57 -4.90  0.0756
C -0.75 -5.16 2.67  -0.0066
C -0.03 -4.67 3.90  -0.5348
O 0.25 -3.49 4.07  -0.0097
N 0.31 -5.60 4.84  0.0098
C 0.07 -7.02 4.82  -0.0687
H -0.95 -4.31 2.01  0.0594
H -0.12 -5.87 2.13  0.0924
H -1.70 -5.62 2.95  0.0955
H 0.79 -5.20 5.64  0.1483
H -0.53 -7.28 5.69  0.0912
H 1.03 -7.53 4.87  0.0892
H -0.45 -7.34 3.91  0.0792


Molecular formula: C17H36F7N2NbO8
Method: DFT, wB97M-V/def2-TZVPD

Output
Net charge: -2
E_HOMO: -0.32 eV
Kohn-Sham gap: 0.1332 Eh
Electronic energy: -58131.9011 eV

Last column: Löwdin charge in e.
Geometry (Å):
N -4.35 5.86 -2.26  -0.1743
C -5.62 5.07 -1.97  -0.5275
Nb -5.40 3.42 -0.43  1.4794
N -7.09 4.30 0.63  -0.2655
C -5.21 1.94 1.33  -0.6531
O -5.27 2.42 2.60  -0.3055
O -5.07 0.48 1.19  -0.3742
C -3.73 2.35 -1.55  -0.3630
F -2.91 3.21 -2.43  -0.1065
F -2.78 1.83 -0.49  -0.1119
C -4.19 1.04 -2.42  -0.1582
F -2.99 0.12 -2.45  -0.0480
F -5.28 0.23 -1.78  -0.0349
C -4.53 1.37 -4.01  -0.1380
F -3.30 1.32 -4.87  -0.0014
F -5.17 2.68 -4.24  0.0102
F -5.48 0.31 -4.52  -0.0092
H -3.60 5.62 -1.54  0.0108
H -4.01 5.46 -3.19  0.0369
H -6.39 5.86 -1.53  0.0200
H -6.09 4.73 -3.00  0.0302
H -6.62 2.36 -1.28  -0.0928
H -4.24 4.50 0.47  -0.1002
H -7.64 4.77 -0.12  -0.0677
H -7.71 3.53 0.99  -0.0333
C -1.62 -2.74 -1.89  -0.0966
O -0.44 -2.89 -2.68  -0.2166
C -0.26 -1.84 -3.63  -0.1805
C 1.21 -1.41 -3.70  -0.1718
O 1.70 -0.72 -2.54  -0.1192
C 1.83 -1.50 -1.34  -0.1628
C 2.91 -2.58 -1.38  -0.1874
O 2.54 -3.64 -2.25  -0.2020
C 3.61 -4.12 -3.05  -0.1209
H -2.49 -3.08 -2.46  0.0900
H -1.50 -3.36 -1.00  0.0852
H -1.75 -1.71 -1.56  0.0827
H -0.88 -0.96 -3.38  0.1189
H -0.57 -2.22 -4.60  0.1210
H 1.30 -0.69 -4.52  0.1246
H 1.86 -2.24 -3.96  0.1017
H 0.86 -1.90 -1.03  0.1172
H 2.11 -0.78 -0.56  0.1143
H 3.03 -3.01 -0.38  0.1111
H 3.86 -2.13 -1.67  0.1201
H 4.21 -3.30 -3.45  0.0826
H 3.19 -4.67 -3.89  0.0872
H 4.24 -4.80 -2.46  0.0806
C 2.12 -2.51 2.83  -0.0998
O 3.37 -1.84 2.90  -0.2126
C 3.35 -0.54 2.30  -0.1876
C 4.13 0.47 3.15  -0.1684
O 3.51 0.82 4.39  -0.1211
C 3.45 -0.20 5.40  -0.1675
C 4.80 -0.61 5.98  -0.1897
O 5.58 -1.32 5.03  -0.2075
C 6.95 -0.96 5.02  -0.1189
H 2.00 -2.96 1.84  0.0747
H 2.12 -3.30 3.58  0.0860
H 1.28 -1.84 3.05  0.0968
H 2.32 -0.18 2.15  0.1309
H 3.83 -0.64 1.32  0.1158
H 4.18 1.41 2.58  0.1292
H 5.16 0.16 3.30  0.1047
H 2.88 -1.06 5.04  0.1114
H 2.85 0.23 6.21  0.1275
H 4.64 -1.28 6.83  0.1208
H 5.33 0.28 6.34  0.1198
H 7.08 0.12 5.10  0.0841
H 7.39 -1.29 4.08  0.0884
H 7.46 -1.46 5.85  0.0813